Record 1
{"formula": "C19H26CrN4O6Se", "method": "ωB97M-V/def2-TZVPD", "homo_ev": [0.1726, -1.1569], "e_above_lowest_kcal_mol": 29.7, "spin_multiplicity": 5, "molar_mass_g_mol": 537.39, "total_energy_ha": -4856.10327, "total_charge": -2, "s_squared": 6.198, "symbols": ["Cr", "O", "C", "C", "N", "C", "C", "O", "O", "C", "C", "O", "O", "H", "H", "H", "H", "H", "H", "H", "H", "H", "O", "C", "C", "C", "C", "C", "N", "H", "H", "H", "H", "H", "H", "H", "H", "H", "C", "N", "C", "Se", "N", "C", "C", "C", "C", "C", "C", "H", "H", "H", "H", "H", "H", "H", "H"], "positions_angstrom": [[-0.248, -0.346, 1.243], [-3.142, 0.738, 2.993], [-3.000, 2.033, 2.465], [-2.476, 2.115, 1.037], [-1.056, 1.799, 0.852], [-0.692, 1.884, -0.567], [-1.108, 0.610, -1.313], [-1.697, 0.692, -2.388], [-0.759, -0.480, -0.720], [-0.198, 2.558, 1.761], [-0.071, 1.858, 3.124], [0.123, 2.539, 4.127], [-0.182, 0.576, 3.081], [-2.271, 0.306, 3.034], [-4.006, 2.465, 2.451], [-2.395, 2.666, 3.125], [-3.059, 1.451, 0.394], [-2.648, 3.151, 0.695], [-1.126, 2.763, -1.060], [0.398, 1.934, -0.627], [0.808, 2.570, 1.339], [-0.541, 3.589, 1.911], [0.065, -3.339, 2.146], [-0.405, -2.224, 1.910], [-2.358, -3.427, 0.145], [-2.755, -2.570, 1.354], [-3.152, -3.475, 2.523], [-3.923, -1.675, 0.958], [-1.626, -1.727, 1.768], [-3.220, -4.007, -0.204], [-1.553, -4.112, 0.413], [-2.011, -2.780, -0.662], [-3.942, -4.172, 2.219], [-3.520, -2.871, 3.357], [-2.283, -4.041, 2.860], [-4.794, -2.288, 0.698], [-3.650, -1.075, 0.085], [-4.185, -0.996, 1.768], [1.869, -1.291, -2.111], [2.718, -0.149, -1.890], [2.578, 0.728, -0.787], [2.286, 0.121, 0.979], [3.608, 1.673, -1.025], [4.333, 1.385, -2.149], [5.396, 2.008, -2.772], [5.869, 1.457, -3.983], [5.284, 0.335, -4.533], [4.197, -0.307, -3.902], [3.739, 0.225, -2.709], [1.223, -1.414, -1.246], [2.474, -2.194, -2.234], [1.248, -1.148, -3.000], [3.876, 2.315, -0.304], [5.857, 2.888, -2.340], [6.700, 1.931, -4.492], [5.662, -0.061, -5.468], [3.741, -1.191, -4.328]], "atomic_forces_ev_per_a": [[-0.43, 0.26, 0.13], [-0.05, 0.06, 0.02], [0.02, -0.03, 0.05], [0.04, -0.08, -0.05], [0.16, -0.11, -0.03], [-0.09, 0.19, 0.10], [0.03, -0.23, 0.08], [0.09, 0.00, -0.04], [-0.13, 0.19, -0.05], [-0.05, 0.06, -0.06], [0.00, -0.28, 0.09], [0.03, 0.02, -0.05], [-0.03, 0.13, 0.07], [0.03, -0.02, -0.03], [0.00, 0.00, -0.01], [0.00, 0.01, 0.01], [0.00, -0.02, 0.02], [-0.01, 0.00, -0.03], [-0.03, 0.01, 0.03], [0.01, 0.00, -0.08], [0.02, 0.04, 0.02], [-0.02, 0.00, -0.02], [-0.08, 0.01, -0.02], [-0.05, -0.08, 0.07], [0.00, -0.06, -0.01], [0.12, 0.13, -0.01], [-0.05, 0.01, 0.05], [-0.07, 0.03, -0.06], [0.23, -0.20, -0.01], [0.02, 0.01, 0.00], [-0.01, 0.01, 0.01], [-0.02, 0.01, 0.00], [0.00, 0.01, 0.02], [0.01, 0.00, -0.01], [0.00, 0.00, -0.03], [0.01, 0.02, -0.01], [0.01, -0.02, 0.01], [0.01, -0.03, 0.02], [0.10, -0.07, 0.01], [-0.07, 0.00, 0.17], [0.31, 0.03, -0.50], [0.06, -0.04, 0.21], [-0.06, -0.05, 0.03], [-0.10, -0.07, -0.01], [0.08, 0.04, -0.01], [-0.03, 0.00, 0.01], [-0.04, 0.00, 0.06], [0.07, -0.03, -0.09], [-0.08, 0.10, 0.06], [0.02, -0.01, -0.11], [0.04, 0.01, -0.03], [-0.04, 0.00, 0.03], [0.03, 0.00, 0.02], [-0.01, 0.01, -0.02], [0.01, 0.01, 0.01], [0.00, 0.00, 0.00], [0.00, 0.01, 0.00]]}



Record 2
{"formula": "C19H26GeNO2S2SeSn", "method": "ωB97M-V/def2-TZVPD", "homo_ev": [-10.9920, -10.9957], "e_above_lowest_kcal_mol": 16.6, "molar_mass_g_mol": 634.84, "total_energy_ha": -6433.67415, "total_charge": 1, "symbols": ["Sn", "C", "C", "S", "C", "C", "S", "H", "H", "H", "H", "H", "H", "O", "C", "O", "C", "C", "C", "C", "C", "C", "C", "C", "C", "N", "H", "H", "H", "H", "H", "H", "C", "Ge", "C", "C", "C", "Se", "C", "H", "H", "H", "H", "H", "H", "H", "H", "H", "H", "H", "H", "H", "H"], "positions_angstrom": [[-0.523, -0.558, -0.283], [1.277, -4.372, 1.859], [1.193, -3.292, 0.801], [-0.085, -3.267, -0.246], [2.221, -2.289, 0.760], [3.545, -2.517, 1.439], [2.009, -0.813, 0.022], [0.352, -4.938, 1.896], [1.483, -3.958, 2.848], [2.087, -5.067, 1.620], [3.574, -3.450, 1.992], [3.785, -1.692, 2.108], [4.328, -2.547, 0.678], [-0.278, 3.585, -0.316], [-0.445, 2.438, 0.002], [-0.124, 1.400, -0.741], [-1.145, 2.100, 1.300], [-1.605, 3.125, 2.145], [-2.250, 2.769, 3.292], [-2.434, 1.402, 3.610], [-3.092, 0.969, 4.787], [-3.233, -0.362, 5.051], [-2.720, -1.324, 4.150], [-2.082, -0.938, 3.007], [-1.930, 0.438, 2.715], [-1.295, 0.826, 1.565], [-1.432, 4.151, 1.856], [-2.628, 3.525, 3.971], [-3.479, 1.713, 5.473], [-3.737, -0.687, 5.951], [-2.838, -2.377, 4.372], [-1.691, -1.674, 2.315], [-3.959, -1.530, -5.916], [-2.248, -1.995, -5.134], [-0.813, -1.795, -6.425], [-2.254, -3.748, -4.297], [-1.918, -0.738, -3.633], [-0.056, -0.788, -3.039], [0.501, 0.968, -3.638], [-4.164, -2.190, -6.761], [-3.942, -0.502, -6.280], [-4.767, -1.636, -5.192], [-0.928, -2.531, -7.222], [0.163, -1.946, -5.961], [-0.844, -0.801, -6.874], [-2.188, -4.544, -5.040], [-3.173, -3.884, -3.726], [-1.401, -3.845, -3.621], [-2.544, -1.024, -2.787], [-2.152, 0.296, -3.888], [0.317, 1.008, -4.709], [1.565, 1.056, -3.437], [-0.045, 1.732, -3.098]], "atomic_forces_ev_per_a": [[0.29, -0.14, -0.02], [0.02, 0.06, -0.10], [0.63, 0.16, 0.38], [-0.35, 0.18, -0.21], [-0.18, -0.72, 0.17], [-0.09, 0.02, 0.01], [-0.19, 0.45, -0.15], [-0.02, 0.00, -0.01], [-0.01, 0.01, -0.02], [-0.05, -0.01, 0.00], [0.01, 0.03, -0.01], [-0.01, 0.01, 0.01], [-0.03, 0.00, 0.00], [0.16, 0.02, 0.01], [-0.32, 0.04, -0.22], [0.09, 0.26, 0.04], [0.08, 0.02, 0.10], [0.07, -0.01, -0.09], [-0.06, -0.05, 0.10], [-0.01, 0.10, 0.04], [0.00, 0.03, 0.00], [0.02, -0.05, -0.04], [-0.03, 0.04, 0.07], [0.03, 0.08, -0.05], [0.04, -0.13, -0.09], [-0.04, -0.25, 0.19], [-0.01, -0.02, -0.01], [0.01, -0.03, -0.01], [0.01, 0.00, -0.01], [0.02, 0.00, -0.03], [0.00, 0.03, 0.00], [0.00, -0.02, -0.01], [-0.12, -0.01, -0.06], [0.05, 0.02, 0.04], [0.06, 0.04, -0.07], [0.02, -0.10, 0.01], [-0.07, 0.08, -0.01], [-0.07, -0.17, 0.06], [0.00, -0.02, -0.04], [-0.03, 0.04, 0.03], [-0.03, -0.03, 0.00], [0.01, 0.02, -0.03], [0.02, 0.03, 0.01], [0.01, 0.00, -0.03], [0.04, -0.03, -0.01], [-0.01, 0.01, 0.03], [0.04, -0.03, 0.02], [-0.02, -0.04, -0.01], [0.00, 0.02, 0.02], [0.05, 0.01, 0.04], [0.01, 0.01, -0.03], [0.01, 0.00, 0.01], [-0.03, 0.03, 0.00]]}



Record 3
{"formula": "C19H26N2O4", "method": "ωB97M-V/def2-TZVPD", "smiles": "COCCc1nc2ccc(C(=O)N3CCC[C@@H](CCCO)C3)cc2o1", "homo_ev": -8.8255, "e_above_lowest_kcal_mol": 34.6, "molar_mass_g_mol": 346.43, "total_energy_ha": -1150.08673, "total_charge": 0, "symbols": ["C", "O", "C", "C", "C", "N", "C", "C", "C", "C", "C", "O", "N", "C", "C", "C", "C", "C", "C", "C", "O", "C", "C", "C", "O", "H", "H", "H", "H", "H", "H", "H", "H", "H", "H", "H", "H", "H", "H", "H", "H", "H", "H", "H", "H", "H", "H", "H", "H", "H", "H"], "positions_angstrom": [[3.291, 2.079, 5.942], [1.891, 2.052, 5.795], [1.427, 1.292, 4.713], [1.570, -0.232, 4.919], [0.929, -0.958, 3.800], [-0.140, -1.671, 3.862], [-0.359, -2.113, 2.576], [-1.348, -2.918, 2.029], [-1.281, -3.170, 0.674], [-0.266, -2.637, -0.129], [-0.216, -3.000, -1.587], [0.359, -4.000, -1.971], [-0.866, -2.159, -2.422], [-0.786, -2.351, -3.855], [0.028, -1.221, -4.482], [-0.564, 0.136, -4.105], [-0.657, 0.274, -2.583], [-1.294, 1.595, -2.144], [-0.432, 2.816, -2.470], [-0.970, 4.097, -1.826], [-2.193, 4.527, -2.372], [-1.470, -0.910, -2.035], [0.738, -1.842, 0.406], [0.668, -1.592, 1.762], [1.484, -0.855, 2.560], [3.782, 2.362, 5.004], [3.502, 2.829, 6.701], [3.688, 1.114, 6.275], [1.946, 1.581, 3.786], [0.367, 1.542, 4.622], [1.085, -0.523, 5.849], [2.629, -0.497, 4.957], [-2.130, -3.327, 2.647], [-2.027, -3.797, 0.208], [-0.316, -3.320, -4.032], [-1.801, -2.360, -4.267], [0.041, -1.339, -5.566], [1.057, -1.284, -4.122], [0.057, 0.931, -4.518], [-1.564, 0.230, -4.535], [0.353, 0.214, -2.162], [-1.453, 1.557, -1.062], [-2.271, 1.689, -2.624], [0.583, 2.652, -2.105], [-0.389, 2.968, -3.549], [-1.063, 3.953, -0.739], [-0.273, 4.919, -2.005], [-2.856, 3.845, -2.221], [-1.538, -0.857, -0.947], [-2.486, -0.872, -2.448], [1.534, -1.446, -0.204]], "atomic_forces_ev_per_a": [[0.04, -0.01, 0.01], [-0.10, 0.02, 0.14], [-0.08, -0.14, -0.11], [0.20, 0.47, -0.11], [-0.47, -0.33, 0.33], [0.05, 0.19, 0.71], [0.65, 0.25, -0.90], [0.15, 0.15, 0.12], [0.02, 0.00, -0.19], [0.16, -0.17, 0.21], [-0.10, -0.01, 0.20], [0.21, -0.22, 0.02], [-0.21, 0.02, -0.21], [0.34, -0.24, -0.28], [-0.30, 0.01, -0.01], [0.40, -0.08, 0.17], [-0.58, 0.05, -0.06], [0.42, -0.05, -0.09], [-0.41, 0.20, 0.22], [0.52, -0.21, 0.02], [-0.48, -0.01, -0.19], [0.18, 0.42, 0.21], [0.15, 0.14, 0.12], [-1.07, -0.68, 0.07], [0.37, 0.22, -0.08], [0.01, 0.00, 0.02], [0.09, -0.04, -0.02], [0.02, 0.03, -0.01], [-0.09, 0.01, 0.07], [0.09, -0.07, -0.10], [0.02, -0.05, -0.08], [-0.01, -0.04, 0.06], [-0.11, -0.06, 0.07], [-0.08, -0.07, -0.04], [-0.15, 0.11, -0.01], [0.02, -0.02, 0.00], [0.06, -0.03, -0.03], [0.06, -0.04, -0.03], [-0.06, 0.07, -0.06], [-0.10, 0.07, -0.03], [0.03, -0.02, 0.04], [-0.08, 0.02, 0.06], [-0.12, -0.02, 0.02], [0.11, -0.03, 0.00], [0.09, 0.03, -0.04], [0.08, 0.03, -0.07], [-0.02, -0.07, 0.10], [0.02, 0.08, 0.00], [-0.08, 0.04, -0.14], [-0.01, 0.04, 0.05], [0.11, 0.04, -0.12]]}



Record 4
{"formula": "C19H26N2O5", "method": "ωB97M-V/def2-TZVPD", "smiles": "CCCCOc1ccccc1[C@H]1NC(=O)NC(C)=C1C(=O)OCCOC", "homo_ev": -8.4631, "e_above_lowest_kcal_mol": 32.7, "molar_mass_g_mol": 362.43, "total_energy_ha": -1225.34938, "total_charge": 0, "symbols": ["C", "C", "C", "C", "O", "C", "C", "C", "C", "C", "C", "C", "N", "C", "O", "N", "C", "C", "C", "C", "O", "O", "C", "C", "O", "C", "H", "H", "H", "H", "H", "H", "H", "H", "H", "H", "H", "H", "H", "H", "H", "H", "H", "H", "H", "H", "H", "H", "H", "H", "H", "H"], "positions_angstrom": [[-2.267, -3.137, -3.963], [-1.345, -1.928, -3.874], [-0.067, -2.253, -3.104], [0.839, -1.038, -2.926], [0.291, -0.206, -1.922], [0.999, 0.883, -1.521], [2.164, 1.326, -2.143], [2.824, 2.451, -1.684], [2.336, 3.156, -0.601], [1.179, 2.721, 0.021], [0.505, 1.593, -0.415], [-0.757, 1.144, 0.298], [-1.909, 1.265, -0.581], [-2.559, 0.253, -1.186], [-3.365, 0.403, -2.080], [-2.306, -1.005, -0.661], [-1.381, -1.273, 0.310], [-1.295, -2.694, 0.753], [-0.623, -0.271, 0.816], [0.369, -0.508, 1.856], [0.657, -1.584, 2.332], [0.965, 0.646, 2.238], [1.907, 0.578, 3.294], [1.540, 1.589, 4.374], [0.399, 1.133, 5.057], [-0.029, 2.012, 6.063], [-3.185, -2.876, -4.482], [-1.784, -3.950, -4.502], [-2.528, -3.501, -2.970], [-1.082, -1.604, -4.883], [-1.867, -1.102, -3.391], [0.494, -3.023, -3.639], [-0.313, -2.640, -2.115], [1.844, -1.364, -2.622], [0.917, -0.490, -3.875], [2.565, 0.798, -2.993], [3.727, 2.774, -2.182], [2.849, 4.036, -0.243], [0.792, 3.259, 0.873], [-0.915, 1.819, 1.152], [-2.044, 2.171, -1.005], [-2.829, -1.760, -1.079], [-0.292, -3.080, 0.583], [-1.469, -2.762, 1.825], [-2.021, -3.311, 0.228], [2.895, 0.813, 2.885], [1.902, -0.434, 3.710], [1.343, 2.568, 3.909], [2.387, 1.698, 5.070], [0.749, 2.155, 6.824], [-0.905, 1.557, 6.521], [-0.299, 2.992, 5.650]], "atomic_forces_ev_per_a": [[0.08, 0.29, -0.10], [0.07, -0.24, 0.17], [-0.01, 0.56, -0.16], [0.22, -0.47, -0.21], [-0.12, 0.23, 0.12], [0.11, 0.27, 0.12], [-0.08, -0.29, -0.18], [0.01, 0.07, 0.09], [0.11, 0.12, -0.01], [-0.01, -0.11, -0.15], [-0.14, -0.01, -0.11], [0.28, -0.05, 0.08], [0.06, 0.30, 0.18], [-0.18, 0.00, 0.07], [-0.22, -0.02, -0.33], [-0.05, -0.31, -0.10], [0.38, 0.32, 0.48], [0.00, -0.11, 0.00], [-0.40, 0.14, -0.11], [-0.02, -0.37, 0.06], [0.04, 0.02, 0.03], [-0.28, 0.11, -0.07], [0.18, 0.01, 0.66], [0.09, -0.17, -0.32], [0.06, -0.20, -0.22], [-0.01, 0.07, 0.04], [-0.13, -0.07, -0.04], [0.00, -0.14, -0.03], [-0.06, -0.09, 0.13], [0.01, 0.09, -0.01], [-0.01, 0.08, -0.06], [0.04, -0.05, 0.05], [0.04, -0.12, 0.07], [-0.08, 0.12, -0.04], [0.05, -0.01, 0.09], [0.00, -0.07, -0.07], [0.07, 0.02, -0.04], [0.05, 0.08, 0.03], [-0.07, 0.03, 0.13], [0.09, -0.13, -0.19], [-0.10, -0.17, -0.07], [0.05, 0.18, 0.04], [0.00, -0.05, 0.00], [-0.01, -0.05, 0.00], [-0.06, -0.03, -0.06], [-0.10, -0.04, 0.05], [0.12, 0.22, -0.05], [0.05, -0.03, 0.07], [-0.05, -0.01, -0.10], [-0.04, 0.00, 0.00], [0.00, 0.08, 0.06], [-0.01, -0.02, 0.03]]}